No. 1
ORCA calculation (the ωB97M-V functional and the def2-TZVPD basis) on a 12-piece molecular cluster, C36H69Br24ClIN5OP overall in a non-equilibrium geometry.

Last column: Mulliken charge in e.
Element x y z (Å)
N: -2.136 -1.893 3.808  -0.698
C: -2.066 -3.078 3.363  0.494
N: -1.069 -3.925 3.928  -0.368
N: -2.886 -3.614 2.359  -0.414
C: -2.810 -2.831 1.097  -0.061
C: -3.061 -3.713 -0.148  -0.699
C: -2.108 -3.214 -1.263  -0.061
C: -1.104 -4.352 -1.654  -1.376
C: 0.271 -4.083 -1.141  -0.350
C: 1.118 -3.202 -1.785  -0.990
N: 2.346 -2.912 -1.421  0.648
N: 2.906 -3.459 -0.370  -1.016
C: 2.151 -4.277 0.299  0.237
P: 3.078 -4.986 1.793  0.173
O: 2.116 -4.783 3.111  -0.463
I: 3.234 -7.375 1.164  -0.121
C: 0.814 -4.670 0.028  0.951
C: 0.002 -5.598 0.875  -0.034
C: -0.582 -6.852 0.156  -0.897
C: -0.556 -8.108 1.023  -0.785
Cl: -1.013 -7.779 2.721  -0.176
H: -2.869 -1.392 3.309  0.300
H: -1.137 -3.795 4.932  0.315
H: -1.309 -4.900 3.761  0.157
H: -2.608 -4.572 2.182  0.447
H: -1.833 -2.343 1.066  0.142
H: -3.589 -2.070 1.113  -0.486
H: -4.078 -3.539 -0.489  0.515
H: -2.908 -4.759 0.120  0.319
H: -2.674 -2.956 -2.156  0.104
H: -1.517 -2.351 -0.961  0.530
H: -1.503 -5.323 -1.411  0.438
H: -1.044 -4.323 -2.748  0.662
H: 0.723 -2.697 -2.667  1.147
H: 2.916 -2.257 -1.962  -0.088
H: 1.229 -4.455 2.885  0.468
H: 0.579 -5.963 1.720  1.097
H: -0.841 -5.022 1.266  -1.103
H: -1.632 -6.646 -0.056  0.365
H: -0.094 -6.979 -0.811  0.537
H: 0.405 -8.608 0.950  0.263
H: -1.315 -8.788 0.645  0.500
Br: -4.111 -2.112 -5.355  -0.113
C: -5.993 -2.610 -5.326  -0.569
C: -6.515 -2.728 -3.921  -0.502
Br: -5.930 -4.387 -3.084  -0.153
H: -6.084 -3.533 -5.890  0.387
H: -6.505 -1.811 -5.857  0.340
H: -7.602 -2.777 -3.920  0.387
H: -6.191 -1.916 -3.278  0.218
Br: -3.831 0.977 -1.305  0.213
C: -4.906 2.001 -0.038  -0.759
C: -4.545 1.636 1.375  -0.387
Br: -5.348 -0.071 1.859  -0.207
H: -5.950 1.813 -0.265  0.505
H: -4.673 3.042 -0.250  0.317
H: -4.956 2.352 2.084  0.510
H: -3.475 1.552 1.531  -0.004
Br: -1.816 3.813 0.854  -0.157
C: -0.751 3.098 2.319  -0.447
C: 0.419 2.292 1.838  -0.291
Br: -0.117 0.514 1.233  -0.160
H: -1.429 2.534 2.952  0.480
H: -0.396 3.974 2.857  0.177
H: 1.111 2.116 2.657  0.321
H: 0.945 2.759 1.014  0.061
Br: -2.201 0.786 -5.836  -0.166
C: -2.026 1.327 -3.979  -0.123
C: -0.600 1.233 -3.518  -0.597
Br: -0.095 -0.618 -3.164  0.148
H: -2.711 0.710 -3.404  -0.391
H: -2.369 2.359 -3.950  0.495
H: -0.461 1.748 -2.569  0.333
H: 0.106 1.622 -4.245  0.474
Br: 5.071 -1.725 3.320  -0.127
C: 6.031 -2.735 4.685  -0.624
C: 7.055 -3.642 4.062  -0.565
Br: 6.205 -5.198 3.272  -0.113
H: 5.286 -3.270 5.264  0.375
H: 6.512 -1.989 5.315  0.359
H: 7.735 -4.031 4.816  0.345
H: 7.627 -3.160 3.277  0.369
Br: 1.808 5.002 4.908  -0.161
C: 3.583 4.116 5.041  -0.848
C: 3.870 3.718 6.468  -0.692
Br: 4.394 5.250 7.546  -0.129
H: 4.321 4.799 4.640  0.479
H: 3.521 3.235 4.416  0.481
H: 4.718 3.039 6.503  0.381
H: 3.019 3.261 6.962  0.386
Br: 2.481 4.823 2.601  0.180
C: 2.757 5.076 0.626  -0.792
C: 4.111 5.657 0.315  -0.443
Br: 4.183 7.568 0.701  -0.125
H: 1.937 5.696 0.276  0.472
H: 2.672 4.081 0.184  0.303
H: 4.333 5.579 -0.741  -0.437
H: 4.913 5.194 0.883  0.542
Br: -8.355 1.660 3.250  -0.139
C: -8.742 0.679 4.886  -0.579
C: -8.312 -0.759 4.778  -0.432
Br: -9.553 -1.799 3.699  -0.114
H: -9.803 0.794 5.079  0.381
H: -8.177 1.187 5.665  0.337
H: -8.318 -1.233 5.757  0.359
H: -7.331 -0.873 4.327  0.165
Br: -5.266 5.187 -2.687  -0.156
C: -6.821 4.451 -3.600  -0.576
C: -6.800 2.947 -3.586  -0.163
Br: -5.532 2.238 -4.879  -0.100
H: -6.827 4.866 -4.602  0.388
H: -7.681 4.826 -3.049  0.359
H: -7.766 2.547 -3.884  0.355
H: -6.524 2.539 -2.618  -0.129
Br: 5.900 -3.777 -3.581  -0.092
C: 4.526 -3.148 -4.805  -0.503
C: 4.647 -1.671 -5.066  -0.575
Br: 3.986 -0.622 -3.561  -0.096
H: 3.570 -3.423 -4.371  0.165
H: 4.679 -3.710 -5.724  0.398
H: 4.025 -1.382 -5.911  0.375
H: 5.667 -1.348 -5.244  0.397
Br: 6.723 4.941 -5.595  -0.152
C: 5.628 5.625 -4.142  0.130
C: 5.709 4.742 -2.933  1.035
Br: 4.643 3.120 -3.125  -0.147
H: 4.620 5.732 -4.529  0.420
H: 6.034 6.610 -3.908  -0.291
H: 5.291 5.246 -2.072  -1.008
H: 6.722 4.423 -2.708  0.475
Br: 6.472 9.012 -3.144  -0.158
C: 6.415 8.235 -1.352  -0.002
C: 7.694 8.480 -0.603  -0.522
Br: 9.109 7.295 -1.221  -0.151
H: 6.195 7.180 -1.470  -0.243
H: 5.580 8.723 -0.855  0.263
H: 7.567 8.249 0.453  0.318
H: 8.060 9.496 -0.710  0.432

Calculated values
**ΔE to the lowest compared entry with this formula, charge and spin**: 0.0 kJ/mol
**LUMO level**: -3.85 eV
**Net charge**: +1
**E_tot**: -64637.457944 Ha
**Largest force on an atom**: 6.545 eV/A
**Kohn-Sham gap**: 6.7 eV

=====

No. 2
ORCA calculation (the ωB97M-V functional and the def2-TZVPD basis) on C36H70CdClN2O29PPb as an isolated structure in a non-equilibrium geometry.

Last column: Mulliken charge in e.
Element x y z (Å)
Pb: 18.881 13.461 14.343  1.323
Cd: 17.654 14.130 10.888  6.821
Cl: 15.683 14.843 13.861  1.436
O: 16.727 15.209 12.893  -1.244
O: 15.664 13.335 14.029  -0.677
O: 15.966 15.463 15.160  -0.588
O: 14.363 15.287 13.428  -0.683
P: 20.169 14.799 12.230  0.402
O: 19.192 15.651 11.395  -1.129
O: 19.976 15.166 13.724  0.051
O: 21.559 14.814 11.806  -0.573
O: 19.389 13.383 12.051  -1.817
C: 22.963 18.175 12.610  -0.617
C: 22.619 18.940 11.363  -0.799
C: 21.391 18.270 10.653  1.977
C: 21.048 19.046 9.411  0.042
N: 20.781 19.769 8.544  -0.621
H: 22.277 18.448 13.411  0.026
H: 23.919 18.522 12.958  0.483
H: 22.898 17.062 12.467  -0.030
H: 23.416 18.816 10.634  0.397
H: 22.401 19.989 11.471  0.421
H: 20.551 18.268 11.318  -0.705
H: 21.444 17.201 10.331  -0.436
C: 19.126 8.614 11.160  -1.383
C: 19.644 9.685 10.215  -0.447
C: 19.937 10.917 11.030  1.732
C: 21.088 10.733 11.860  -0.494
N: 21.994 10.528 12.556  -0.377
H: 20.054 8.146 11.569  0.347
H: 18.694 7.781 10.540  0.389
H: 18.465 8.953 11.918  0.310
H: 18.833 10.042 9.546  0.333
H: 20.581 9.422 9.679  0.287
H: 19.089 11.298 11.594  0.011
H: 20.254 11.702 10.338  -0.882
C: 19.051 18.953 14.394  -1.027
C: 18.676 17.542 14.864  1.332
O: 19.697 17.237 15.872  -0.354
C: 19.630 16.091 16.576  1.018
O: 18.831 15.185 16.585  -0.738
O: 20.610 15.989 17.393  -0.374
C: 21.706 16.938 17.339  -0.525
H: 18.230 19.291 13.716  -0.048
H: 20.035 19.080 13.959  0.017
H: 19.098 19.662 15.223  0.491
H: 18.667 16.854 14.092  -0.550
H: 17.719 17.577 15.311  0.082
H: 21.288 17.859 17.661  0.298
H: 22.072 16.967 16.314  0.134
H: 22.498 16.529 17.988  0.256
C: 24.695 9.571 15.369  -0.842
C: 23.954 10.322 16.471  -0.293
O: 22.606 10.806 16.052  -0.329
C: 22.442 11.936 15.265  0.452
O: 21.288 12.202 14.910  -0.239
O: 23.498 12.572 14.999  -0.389
C: 23.537 13.482 13.939  -0.022
H: 24.313 8.612 15.051  0.326
H: 25.705 9.334 15.819  0.371
H: 24.822 10.196 14.397  0.137
H: 24.540 11.172 16.854  0.272
H: 23.557 9.636 17.256  0.278
H: 24.519 13.963 14.003  0.333
H: 22.808 14.362 14.067  -0.051
H: 23.399 12.997 13.030  0.005
C: 16.162 12.703 5.348  -1.489
C: 16.729 12.830 6.753  0.304
O: 18.149 12.949 6.530  -0.393
C: 18.785 13.491 7.602  0.252
O: 18.394 13.520 8.748  -1.350
O: 19.910 13.983 7.182  -0.418
C: 20.664 14.569 8.261  -0.350
H: 16.656 11.897 4.777  0.339
H: 16.318 13.550 4.704  0.339
H: 15.129 12.394 5.415  0.401
H: 16.536 12.024 7.437  0.276
H: 16.351 13.806 7.176  0.074
H: 20.773 13.834 9.120  -0.083
H: 20.297 15.480 8.534  0.354
H: 21.708 14.765 7.880  0.313
C: 24.675 8.395 11.812  -0.695
C: 25.025 9.256 10.611  -0.357
O: 23.796 9.615 9.915  -0.322
C: 23.323 10.788 9.585  0.777
O: 22.281 10.920 9.029  -0.548
O: 24.121 11.755 9.991  -0.463
C: 23.523 13.050 10.229  -0.438
H: 25.499 8.179 12.437  0.403
H: 24.204 7.487 11.516  0.360
H: 23.940 8.976 12.367  -0.055
H: 25.497 8.600 9.879  0.216
H: 25.624 10.105 10.810  0.363
H: 22.613 13.037 10.843  -0.038
H: 23.423 13.632 9.309  0.343
H: 24.306 13.484 10.806  0.335
C: 14.657 21.646 11.799  -0.413
C: 14.314 22.008 13.216  -0.374
O: 13.610 20.911 13.913  -0.377
C: 14.472 20.133 14.582  0.894
O: 15.672 20.235 14.573  -0.580
O: 13.777 19.333 15.391  -0.423
C: 14.459 18.332 16.089  -0.212
H: 15.070 20.654 11.870  -0.221
H: 15.453 22.300 11.415  0.309
H: 13.821 21.663 11.080  0.361
H: 13.599 22.821 13.307  0.324
H: 15.259 22.190 13.712  0.291
H: 13.700 17.875 16.673  0.228
H: 15.287 18.771 16.682  0.282
H: 14.925 17.598 15.399  -0.036
C: 17.667 19.717 10.505  -1.348
C: 17.621 18.204 10.299  0.595
O: 16.230 17.842 10.587  0.005
C: 15.853 16.670 10.307  0.123
O: 16.495 15.783 9.769  -0.686
O: 14.593 16.477 10.678  -0.220
C: 13.949 17.423 11.549  -0.807
H: 16.971 20.231 9.786  0.409
H: 18.694 20.031 10.436  0.416
H: 17.286 20.052 11.436  0.036
H: 18.223 17.656 10.980  -0.407
H: 17.845 18.104 9.246  0.266
H: 13.955 18.422 11.190  0.364
H: 14.287 17.465 12.580  0.171
H: 12.913 17.142 11.538  0.384
C: 13.897 9.225 12.459  -1.238
C: 15.002 10.153 12.123  -0.024
O: 14.334 11.387 11.651  -0.318
C: 15.052 12.377 11.262  0.349
O: 16.278 12.307 11.233  -1.263
O: 14.389 13.436 10.823  -0.094
C: 12.902 13.540 11.135  -0.768
H: 14.164 8.117 12.409  0.356
H: 13.125 9.352 11.623  0.277
H: 13.460 9.470 13.455  0.311
H: 15.445 9.747 11.255  0.243
H: 15.718 10.339 12.924  0.249
H: 12.505 12.562 11.291  0.427
H: 12.476 14.130 10.340  0.217
H: 12.870 14.136 12.046  0.163

Calculated values
**LUMO level**: 0.37 eV
**Net charge**: 0
**E_tot**: -4867.277086 Ha
**Largest force on an atom**: 5.047 eV/A
**Kohn-Sham gap**: 9.3 eV